# CH2FNO

A 2-piece molecular cluster, CH2FNO overall (ωB97M-V/def2-TZVPD, the OMol25 dataset).

Last column: Mulliken charge in e.
Atoms and positions in Å:
N1 1.44 -1.46 0.77  -0.228
C1 2.31 -2.24 0.76  0.360
O1 3.21 -2.88 1.09  -0.419
H1 0.53 -1.10 0.56  0.287
F1 -0.89 0.60 -0.30  -0.396
H2 -1.00 1.16 0.40  0.397

Summary:
Lowest unoccupied orbital energy (eV): 0.63
E_HOMO (eV): -10.917